# 1
Computed, not measured: an isolated molecule of C5H11NO at a distorted geometry, with wB97M-V/def2-TZVPD.

CARTESIAN COORDINATES (ANGSTROEM)
C (-1.861, -1.438, 1.515)
C (-0.842, -1.358, 0.388)
N (-0.020, -0.278, 0.430)
C (2.080, 0.640, -0.312)
C (0.662, 0.281, -0.748)
C (-0.082, 1.498, -1.260)
O (-0.821, -2.171, -0.517)
H (-2.582, -0.630, 1.462)
H (-2.388, -2.386, 1.406)
H (-1.350, -1.506, 2.468)
H (0.000, 0.272, 1.277)
H (2.654, 1.109, -1.107)
H (2.060, 1.406, 0.466)
H (2.594, -0.254, 0.035)
H (0.708, -0.562, -1.437)
H (0.393, 1.799, -2.186)
H (-0.059, 2.278, -0.494)
H (-1.144, 1.297, -1.385)

Properties
- E_HOMO: -0.34963 Eh
- Spin multiplicity: 1
- Max |F|: 1.31 eV/Å
- Energy above the lowest of the compared OMol25 structures with the same formula, charge and spin: 0.166 eV
- E_LUMO: 0.88 eV

***

# 2
Computed, not measured: an isolated molecule of C5H11NO at a distorted geometry, with wB97M-V/def2-TZVPD.

CARTESIAN COORDINATES (ANGSTROEM)
O (-0.674, 2.608, 1.312)
C (0.265, 2.014, 0.845)
C (0.425, 0.531, 0.949)
C (1.159, -0.126, -0.219)
C (0.275, -0.455, -1.436)
C (-0.801, -1.530, -1.233)
N (-0.710, -2.447, -0.112)
H (1.056, 2.592, 0.330)
H (-0.502, 0.061, 1.260)
H (1.140, 0.456, 1.770)
H (2.005, 0.479, -0.560)
H (1.638, -1.071, 0.046)
H (-0.124, 0.448, -1.905)
H (0.954, -0.842, -2.209)
H (-1.796, -1.070, -1.180)
H (-0.914, -2.097, -2.156)
H (0.113, -3.042, -0.195)
H (-0.549, -1.969, 0.766)

Properties
- E_HOMO: -0.35260 Eh
- Spin multiplicity: 1
- Max |F|: 1.48 eV/Å
- Energy above the lowest of the compared OMol25 structures with the same formula, charge and spin: 1.454 eV
- E_LUMO: 0.85 eV

***

# 3
Computed, not measured: an isolated molecule of C5H11NO, with wB97M-V/def2-TZVPD.

CARTESIAN COORDINATES (ANGSTROEM)
C (0.931, -0.745, 1.986)
C (1.205, 0.234, 0.850)
N (0.120, 0.353, -0.116)
C (-1.129, 0.954, 0.317)
C (0.168, -0.463, -1.220)
O (1.013, -1.336, -1.345)
C (-0.830, -0.175, -2.327)
H (1.833, -0.879, 2.593)
H (0.645, -1.719, 1.578)
H (0.132, -0.388, 2.647)
H (2.081, -0.093, 0.287)
H (1.414, 1.237, 1.245)
H (-0.953, 1.500, 1.247)
H (-1.526, 1.662, -0.417)
H (-1.901, 0.198, 0.519)
H (-0.422, -0.615, -3.237)
H (-0.972, 0.900, -2.475)
H (-1.808, -0.626, -2.132)

Properties
- E_HOMO: -0.33547 Eh
- Spin multiplicity: 1
- Max |F|: 0.30 eV/Å
- Energy above the lowest of the compared OMol25 structures with the same formula, charge and spin: 0.426 eV
- E_LUMO: 0.89 eV

***

# 4
Computed, not measured: an isolated molecule of C5H11NO at a distorted geometry, with wB97M-V/def2-TZVPD.

CARTESIAN COORDINATES (ANGSTROEM)
C (0.694, -1.321, 1.481)
C (0.266, -1.375, -0.003)
N (-0.445, -0.330, -0.484)
C (-0.617, 1.058, -0.052)
C (0.545, 1.621, 0.779)
C (-0.797, -0.478, -1.936)
O (0.441, -2.432, -0.594)
H (1.645, -0.780, 1.464)
H (-0.001, -0.633, 1.969)
H (0.638, -2.337, 1.840)
H (-0.757, 1.686, -0.929)
H (-1.577, 1.149, 0.475)
H (0.583, 1.388, 1.838)
H (1.438, 1.509, 0.159)
H (0.456, 2.715, 0.850)
H (-1.880, -0.485, -2.041)
H (-0.220, -1.321, -2.300)
H (-0.411, 0.368, -2.515)

Properties
- E_HOMO: -0.34107 Eh
- Spin multiplicity: 1
- Max |F|: 3.16 eV/Å
- Energy above the lowest of the compared OMol25 structures with the same formula, charge and spin: 1.203 eV
- E_LUMO: 0.85 eV

***

# 5
Computed, not measured: a 2-piece molecular cluster, C5H11NO overall, with wB97M-V/def2-TZVPD.

CARTESIAN COORDINATES (ANGSTROEM)
C (3.029, -0.433, -0.657)
N (1.973, -0.357, -1.357)
C (0.319, 0.601, 0.807)
O (0.846, -0.107, 1.636)
C (-0.923, 0.250, 0.023)
C (-1.266, -1.227, 0.151)
C (-2.065, 1.169, 0.480)
H (0.726, 1.616, 0.598)
H (4.030, -0.590, -1.074)
H (2.943, -0.334, 0.428)
H (2.198, -0.470, -2.348)
H (-0.683, 0.487, -1.022)
H (-1.451, -1.493, 1.196)
H (-0.435, -1.840, -0.211)
H (-2.161, -1.467, -0.433)
H (-2.953, 1.006, -0.139)
H (-2.336, 0.962, 1.522)
H (-1.791, 2.228, 0.402)

Properties
- E_HOMO: -0.34721 Eh
- Spin multiplicity: 1
- Max |F|: 0.52 eV/Å
- Energy above the lowest of the compared OMol25 structures with the same formula, charge and spin: 1.727 eV
- E_LUMO: 1.05 eV

***

# 6
Computed, not measured: a 2-piece molecular cluster, C5H11NO overall at a distorted geometry, with wB97M-V/def2-TZVPD.

CARTESIAN COORDINATES (ANGSTROEM)
C (-1.324, -0.899, 1.184)
C (0.238, -0.679, 1.126)
C (0.590, 0.672, 0.564)
C (1.673, 1.317, 1.017)
C (-0.961, 1.597, -0.900)
N (0.099, 0.932, -0.740)
H (-1.710, -0.358, 2.044)
H (-1.724, -0.556, 0.236)
H (-1.458, -1.984, 1.162)
H (0.615, -1.489, 0.500)
H (0.632, -0.748, 2.140)
H (2.027, 1.001, 1.997)
H (2.148, 2.242, 0.728)
H (-1.242, 1.936, -1.897)
H (-1.494, 2.078, -0.075)
H (-0.793, -1.815, -1.885)
H (0.642, -1.394, -1.938)
O (0.109, -2.188, -1.951)

Properties
- E_HOMO: -0.33117 Eh
- Spin multiplicity: 1
- Max |F|: 2.11 eV/Å
- Energy above the lowest of the compared OMol25 structures with the same formula, charge and spin: 2.423 eV
- E_LUMO: 0.84 eV